(1)
A 2-piece molecular cluster, C10H11Cl overall, computed with ωB97M-V with the def2-TZVPD basis set.

The LUMO energy (alpha / beta) comes out at -0.81 / -0.74 eV. For the total energy, the calculation gives -23063.482 eV. The frontier orbital gap (alpha / beta) comes out at 6.462 / 6.782 eV. The calculation puts the energy above the lowest of the compared OMol25 structures with the same formula, charge and spin at 142.5 kcal/mol. The molar mass is 166.7 g/mol. Its HOMO energy (alpha / beta) is -7.3 / -7.5 eV. Its net charge is 0.

Cartesian coordinates (Å):
1 Cl -2.50716 2.06730 -0.32565
2 C -2.26391 0.93284 0.81625
3 C 1.95129 0.14660 -1.01480
4 C 3.05396 2.01008 -0.00487
5 C -0.40371 -0.41550 -0.33438
6 C 0.79436 0.35248 -0.19524
7 C 1.94565 2.20496 0.83938
8 C -3.31403 -0.04267 0.75089
9 C 0.75070 1.44726 0.58387
10 C 3.02436 0.90752 -0.85106
11 C -0.32689 -1.92057 -0.40052
12 H 1.97256 -0.63917 -1.71818
13 H 3.77353 0.80045 -1.69961
14 H -0.17983 1.63934 1.05740
15 H -3.18089 -0.74193 1.68895
16 H 0.48368 -2.34410 -1.12063
17 H 3.91647 2.60924 0.01016
18 H -0.02101 -2.26710 0.57465
19 H 1.84892 3.12044 1.38272
20 H -3.38507 -0.58345 -0.23209
21 H -1.26355 -2.43971 -0.66918
22 H -4.29751 0.41365 0.85084

=====

(2)
One molecule with the formula CH3NO2, computed with ωB97M-V with the def2-TZVPD basis set.

The LUMO energy comes out at 0.43 eV. For the total energy, the calculation gives -6670.827 eV. The frontier orbital gap comes out at 10.898 eV. The calculation puts the energy above the lowest of the compared OMol25 structures with the same formula, charge and spin at 19.3 kcal/mol. The SMILES is NC(=O)O. The molar mass is 61.0 g/mol. Its HOMO energy is -10.5 eV. Its net charge is 0.

Cartesian coordinates (Å):
1 O 0.71222 0.53714 -1.49867
2 O -1.02786 0.84390 -0.16907
3 N 0.24206 -0.89413 0.31885
4 C 0.09778 0.20001 -0.49808
5 H -0.15873 -0.76408 1.19038
6 H -0.86976 1.50848 0.54734
7 H 1.00431 -1.43133 0.10924

=====

(3)
One molecule with the formula C3H5NO2, computed with ωB97M-V with the def2-TZVPD basis set.

The LUMO energy comes out at 0.12 eV. For the total energy, the calculation gives -8774.064 eV. The frontier orbital gap comes out at 9.298 eV. The calculation puts the energy above the lowest of the compared OMol25 structures with the same formula, charge and spin at 83.7 kcal/mol. The molar mass is 87.1 g/mol. Its HOMO energy is -9.2 eV. Its net charge is 0.

Cartesian coordinates (Å):
1 O -1.97376 -1.15203 -0.07521
2 O 1.23958 0.33347 0.28011
3 N -1.27015 0.85426 0.77537
4 C 2.18424 0.76521 -0.51890
5 C -1.09283 -0.35999 0.20159
6 C 0.32812 -0.66882 -0.22980
7 H -0.47908 1.41988 1.04173
8 H 2.28721 -0.07939 -1.27067
9 H 0.62254 -1.69118 0.02962
10 H 0.35112 -0.53494 -1.30809
11 H -2.19700 1.11354 1.07424

=====

(4)
One molecule with the formula CH3N3Si, computed with ωB97M-V with the def2-TZVPD basis set.

The LUMO energy (alpha / beta) comes out at 0.57 / -2.30 eV. For the total energy, the calculation gives -13428.051 eV. Its spin multiplicity is 3. The frontier orbital gap (alpha / beta) comes out at 8.341 / 7.814 eV. The calculation puts the energy above the lowest of the compared OMol25 structures with the same formula, charge and spin at 12.7 kcal/mol. The molar mass is 85.1 g/mol. Its HOMO energy (alpha / beta) is -7.8 / -10.1 eV. Its net charge is 0.

Cartesian coordinates (Å):
1 Si -0.70727 0.72490 -0.00351
2 N 1.76943 0.23108 -0.11647
3 N 1.29244 -1.01119 0.11810
4 N 0.97815 1.21469 0.03564
5 C 0.03694 -1.07355 -0.04600
6 H -0.54941 -1.90828 0.17777
7 H -1.32399 1.42239 -1.31682
8 H -1.49629 0.39996 1.15129

=====

(5)
C4H8NO as an isolated structure, computed with ωB97M-V with the def2-TZVPD basis set.

The LUMO energy (alpha / beta) comes out at -5.14 / -5.14 eV. For the total energy, the calculation gives -7804.487 eV. The frontier orbital gap (alpha / beta) comes out at 9.206 / 9.207 eV. The calculation puts the energy above the lowest of the compared OMol25 structures with the same formula, charge and spin at 83.4 kcal/mol. The molar mass is 86.1 g/mol. Its HOMO energy (alpha / beta) is -14.3 / -14.3 eV. Its net charge is +1.

Cartesian coordinates (Å):
1 O 0.37668 -1.80404 2.15627
2 N -0.27076 -0.33765 0.33364
3 C 0.73195 0.41407 -0.40256
4 C -0.09266 -1.63811 0.97747
5 C -1.49497 -0.18412 0.64028
6 C 0.08733 1.27213 -1.48049
7 H -0.58398 2.01088 -1.05061
8 H 1.28594 1.04775 0.29828
9 H -0.51282 -2.51205 0.49593
10 H 0.86371 1.80368 -2.02423
11 H -2.16741 0.63172 0.48659
12 H 0.80956 -1.04910 2.59134
13 H 1.42875 -0.30944 -0.83455
14 H -0.46131 0.65427 -2.18737

=====

(6)
C28H44CrN8O7S2Sb as an isolated structure, computed with ωB97M-V with the def2-TZVPD basis set.

The LUMO energy (alpha / beta) comes out at -0.10 / -0.34 eV. For the total energy, the calculation gives -112628.640 eV. Its spin multiplicity is 4. The frontier orbital gap (alpha / beta) comes out at 8.084 / 7.910 eV. The calculation puts the energy above the lowest of the compared OMol25 structures with the same formula, charge and spin at 21.5 kcal/mol. The molar mass is 842.6 g/mol. Its HOMO energy (alpha / beta) is -8.2 / -8.3 eV. Its net charge is 0.

Cartesian coordinates (Å):
1 Sb 1.63331 2.28623 0.94281
2 Cr 0.61195 0.02092 -0.10134
3 S 0.07941 -0.74745 2.17892
4 S -6.67016 2.95586 3.72542
5 O 2.27939 1.55095 -1.87920
6 O -0.88689 -2.46725 -1.00941
7 O 2.29116 -1.03025 0.19294
8 O -8.10545 2.84730 3.72549
9 O -6.95670 0.20203 -0.26542
10 O -5.82248 -1.05139 -1.61044
11 O -5.91504 2.36029 4.80623
12 N -0.00204 -1.45939 -1.36244
13 N 1.52027 -1.60225 4.21193
14 N -1.63693 2.00260 -1.15318
15 N -5.93711 -0.38839 -0.59844
16 N 2.48253 -2.11275 2.23226
17 N -4.76996 0.29526 1.49380
18 N -2.68859 -0.26700 0.95182
19 N 1.52607 0.53652 -1.80593
20 C 1.47405 -1.49718 2.87202
21 C -3.46622 0.26934 1.87520
22 C 2.26327 -3.90581 4.81524
23 C 1.41910 -0.30473 -2.80460
24 C 3.93939 -2.82991 -1.03143
25 C -4.80130 4.96416 4.04218
26 C -2.97121 0.84442 3.15925
27 C -6.03907 2.27430 2.20319
28 C 2.20284 -0.08694 -4.05247
29 C 0.26565 -2.43712 -3.61040
30 C 4.88535 -3.65429 -1.62032
31 C 5.67990 -4.47289 -0.82812
32 C -5.88109 0.75484 2.31792
33 C 3.73327 2.58683 0.87775
34 C -0.62719 -1.85846 5.46311
35 C -0.86690 1.24475 -0.73911
36 C 3.77416 -2.82837 0.35015
37 C 1.02094 4.04902 -0.05662
38 C -6.23224 4.67887 3.60578
39 C 2.75373 -1.91813 0.95727
40 C 1.25003 2.89145 2.95058
41 C -4.78954 -0.27962 0.23662
42 C 0.52362 -1.42639 -2.54098
43 C 0.54280 -0.95852 5.08788
44 C 2.56382 -2.41314 4.85183
45 C 4.56465 -3.65663 1.13965
46 C -3.50544 -0.61071 -0.07049
47 C 5.51838 -4.47302 0.55122
48 H -0.29774 -2.73185 6.02598
49 H -2.32505 0.11971 3.65317
50 H 3.31856 -2.17669 -1.63154
51 H 1.96566 -0.82188 -4.81869
52 H 3.50501 -2.22282 4.34268
53 H 1.21303 -2.88742 -3.90967
54 H -1.44948 -2.64513 -1.77546
55 H 5.01060 -3.65402 -2.69564
56 H 3.27294 -0.12882 -3.83263
57 H -6.41754 4.95779 2.56701
58 H 2.14380 -4.23180 3.78243
59 H 6.14064 -5.10795 1.16858
60 H 1.76616 2.22706 3.64329
61 H 3.96160 3.59784 1.21284
62 H 6.42606 -5.11051 -1.28500
63 H -0.39275 -3.24019 -3.29370
64 H 4.24684 1.86347 1.50908
65 H -1.33415 -1.30566 6.08430
66 H -2.35810 1.72118 2.93956
67 H 1.07672 -0.63579 5.98303
68 H -1.14485 -2.19840 4.56511
69 H -4.07791 4.55600 3.33485
70 H 2.65498 -2.05962 5.87868
71 H -6.96867 5.17408 4.23980
72 H 2.00748 0.91359 -4.44218
73 H -4.60913 4.51751 5.01534
74 H -3.77549 1.13602 3.83213
75 H -5.06860 2.74659 2.03825
76 H 4.03904 2.45186 -0.15696
77 H 0.17307 -0.07084 4.57976
78 H -6.78935 0.26183 1.99646
79 H 1.47442 4.92049 0.41520
80 H 0.17985 2.83503 3.14814
81 H -4.64105 6.03916 4.11039
82 H -0.06432 4.12206 -0.03368
83 H 4.41875 -3.65003 2.21134
84 H -3.15196 -1.02470 -0.99721
85 H -6.73270 2.54491 1.40849
86 H 1.34588 3.96157 -1.09106
87 H -5.68108 0.47016 3.34764
88 H 3.08925 -4.46337 5.25983
89 H 1.35371 -4.14735 5.36428
90 H 1.59402 3.91465 3.09653
91 H -0.16105 -1.95031 -4.48792